Entry 1:
The following is a quantum chemistry calculation of a structure of composition C2HO2Pb, from the Open Molecules 2025 dataset.

```
6
Properties=species:S:1:pos:R:3
Pb -0.80 -0.09 1.97
O -1.09 -0.49 -0.11
C 1.53 0.79 0.06
O 1.12 0.73 1.14
H -0.35 -0.72 -2.03
C -0.39 -0.22 -1.04
```

* gap between HOMO and LUMO (alpha / beta): 7.8 / 11.2 eV
* LUMO level (alpha / beta): -11.93 / -11.92 eV
* multiplicity: 2
* charge: +2

Entry 2:
The following is a quantum chemistry calculation of an isolated molecule of C7H6F4N2O2, from the Open Molecules 2025 dataset.

```
21
Properties=species:S:1:pos:R:3
O 3.20 -1.31 -1.05
F -3.52 -0.42 0.56
H -0.25 0.93 -1.88
O -2.59 1.71 -1.43
C -1.91 0.96 -0.79
H 1.26 -0.22 1.93
C 2.22 -0.75 -0.57
C -0.06 -0.31 -0.12
N -0.65 0.65 -1.03
H -2.20 0.89 1.38
C -2.27 0.12 0.45
C 2.25 0.65 0.15
F 0.35 1.63 1.50
F -1.60 -2.00 -0.25
H 3.16 0.96 0.64
H -1.08 -1.39 1.53
C 0.99 0.54 1.08
H 0.85 -2.13 -1.05
F 2.09 1.55 -0.92
N 0.96 -1.14 -0.67
C -1.21 -0.91 0.55
```

* gap between HOMO and LUMO: 10.6 eV
* LUMO level: 0.24 eV
* energy relative to the best compared isomer or geometry (same formula, charge and spin): 0.0 kcal/mol
* SMILES: O=C1NC2(NC(=O)[C@@H](F)[C@H]2F)[C@H](F)[C@@H]1F

Entry 3:
The following is a quantum chemistry calculation of a cluster of 3 separate species, C6H14O2 in total, from the Open Molecules 2025 dataset.

```
22
Properties=species:S:1:pos:R:3
H -0.98 1.43 0.78
O 0.02 -2.80 0.34
C 0.11 0.26 2.31
H 0.72 1.93 1.25
H -0.46 -3.63 0.31
H -0.71 0.71 -3.17
C 0.81 0.43 -0.18
H 1.56 1.11 -0.72
C 0.00 0.05 -1.40
H -1.20 -0.02 -1.39
H 0.55 -0.96 -1.68
C -0.79 -0.81 2.42
H 0.04 1.63 -1.78
C 0.07 1.07 0.93
H 1.06 0.44 -3.55
H 0.70 0.66 3.12
H -0.64 -2.14 0.69
H -0.62 -1.24 3.48
H -0.36 2.59 -0.76
O -1.63 -1.21 1.59
C 0.32 0.92 -2.81
H 1.43 -0.41 0.22
```

* gap between HOMO and LUMO: 4.0 eV
* LUMO level: -3.73 eV
* energy relative to the best compared isomer or geometry (same formula, charge and spin): 270.3 kcal/mol

Entry 4:
The following is a quantum chemistry calculation of a cluster of 2 separate species, CH3N2O2 in total, from the Open Molecules 2025 dataset.

```
8
Properties=species:S:1:pos:R:3
N 0.72 -0.66 -0.32
H -0.76 0.01 0.98
H 1.03 -0.16 1.59
O -0.91 1.51 -0.72
N -0.16 0.73 -1.30
H -0.30 -1.72 1.30
O 0.20 0.94 -2.46
C 0.17 -0.66 0.92
```

* gap between HOMO and LUMO (alpha / beta): 5.9 / 8.0 eV
* LUMO level (alpha / beta): 4.66 / 4.59 eV
* energy relative to the best compared isomer or geometry (same formula, charge and spin): 90.3 kcal/mol
* multiplicity: 3
* charge: -1

Entry 5:
The following is a quantum chemistry calculation of an isolated molecule of C3H9N3O, from the Open Molecules 2025 dataset.

```
16
Properties=species:S:1:pos:R:3
N 1.76 0.75 -0.63
H 1.05 -1.61 -0.33
H -1.51 -0.50 -0.54
C 0.67 0.28 -0.34
H -1.02 1.97 1.80
H -1.38 -2.01 0.27
H -0.06 2.16 -0.09
O 2.55 -0.10 -1.31
H -0.24 0.37 2.02
H -1.40 -1.84 -1.43
H 3.42 0.22 -1.36
H -1.86 0.59 1.53
N -0.36 1.19 0.01
C -0.86 1.00 1.39
N 0.30 -1.03 -0.50
C -1.05 -1.42 -0.50
```

* gap between HOMO and LUMO: 9.1 eV
* LUMO level: 1.04 eV
* energy relative to the best compared isomer or geometry (same formula, charge and spin): 78.4 kcal/mol
* SMILES: CNC(=NO)NC

Entry 6:
The following is a quantum chemistry calculation of a structure of composition C21H25Cl3N2O2RhS5Si2, from the Open Molecules 2025 dataset.

```
61
Properties=species:S:1:pos:R:3
C -0.39 4.70 -0.86
H -1.35 1.41 -4.78
C 4.25 -0.08 -0.46
Cl -3.55 2.10 -1.56
H 3.37 -3.20 0.54
H -4.32 -4.17 0.92
C -0.83 -3.75 0.34
H 2.18 -0.82 -2.68
C 0.54 1.27 4.21
H -3.43 -2.77 1.59
Cl -3.85 -1.07 -0.94
C -1.39 -4.83 0.94
S -0.99 -2.12 0.90
S 0.17 -4.16 -1.05
H -0.49 3.53 -4.52
H -0.44 5.91 -4.02
O -0.59 0.56 -1.99
C 2.86 -2.35 0.99
H 4.61 0.34 0.49
C -0.42 0.88 3.29
C -0.46 3.85 -3.49
S -0.93 -6.40 0.32
H 0.23 1.52 5.21
H 2.33 -2.51 -2.15
Si 2.60 -0.96 -0.23
C -0.41 3.29 -1.11
C 2.28 0.90 2.58
H 2.63 1.67 4.54
C 1.94 -1.53 -1.88
C -0.51 1.48 -2.81
H -2.34 0.03 3.00
Rh -0.61 0.54 0.04
H 3.45 -2.01 1.85
C -0.43 5.19 -3.22
H -0.46 -0.04 -4.27
H -0.40 6.67 -1.64
H -0.37 5.01 0.18
C -3.82 -3.76 1.80
Si -2.96 0.64 -0.15
C -0.47 1.05 -4.25
H -4.51 -3.73 2.64
O -0.34 2.53 -0.07
H 1.89 -2.69 1.37
C -0.41 5.61 -1.87
C -0.46 2.88 -2.46
C 1.26 0.50 1.69
S 1.03 -6.89 -1.84
H 4.17 0.74 -1.18
H 0.85 -1.61 -1.82
C -1.85 0.72 3.68
S -2.48 -4.86 2.31
H -1.92 0.33 4.69
H 5.01 -0.78 -0.82
C 1.89 1.31 3.83
N 1.41 0.12 0.41
Cl -4.29 1.14 1.40
H 3.30 0.92 2.25
H -2.38 1.67 3.64
C 0.21 -5.87 -0.84
N -0.06 0.55 2.04
H 0.42 1.43 -4.75
```

* gap between HOMO and LUMO (alpha / beta): 6.6 / 6.6 eV
* LUMO level (alpha / beta): 2.04 / 2.04 eV
* energy relative to the best compared isomer or geometry (same formula, charge and spin): 32.5 kcal/mol
* charge: -1

no.,E_tot (eV)
1,-11409.3197
2,-25300.5323
3,-10532.8962
4,-8154.8641
5,-9772.1406
6,-139774.3971